No. 1
C19H21FeN2O4S as an isolated structure. Source: the OMol25 dataset; level of theory: the ωB97M-V functional and the def2-TZVPD basis.

Geometry as XYZ:
```
48
Properties=species:S:1:pos:R:3:forces:R:3:nbo_charge:R:1
Fe 0.119 0.347 -0.364 0.0 -0.1 -0.2 0.87
O -0.405 0.856 -2.370 0.0 0.0 0.2 -0.52
N -1.624 0.667 -2.126 0.1 -0.1 0.1 0.31
O -1.804 0.325 -0.929 0.0 0.1 -0.2 -0.48
C -0.117 4.941 1.142 0.0 0.0 0.0 -0.28
C -0.932 3.966 1.702 0.0 0.0 0.0 -0.26
C -0.861 2.652 1.248 0.0 0.0 0.0 -0.23
C 0.020 2.221 0.240 -0.1 0.0 0.0 -0.24
C 0.806 3.249 -0.310 0.0 0.0 0.0 -0.27
C 0.750 4.569 0.120 0.0 0.0 0.0 -0.22
H -0.165 5.969 1.483 0.0 0.0 0.0 0.19
H -1.634 4.232 2.487 0.0 0.0 0.0 0.18
H -1.551 1.934 1.693 0.0 0.0 0.0 0.16
H 1.490 3.007 -1.120 0.0 0.0 0.0 0.19
H 1.385 5.317 -0.347 0.0 0.0 0.0 0.18
O 0.326 -1.726 -1.027 0.0 0.1 0.1 -0.99
S 1.732 -2.262 -0.919 -0.2 0.0 0.0 1.34
C 2.684 -1.627 -2.295 0.1 0.0 0.0 -0.24
C 4.043 -1.895 -2.347 0.0 0.0 0.0 -0.16
C 4.788 -1.413 -3.413 0.0 0.0 0.0 -0.23
C 4.174 -0.657 -4.402 0.0 0.0 0.0 -0.22
C 2.815 -0.382 -4.323 0.0 0.0 0.0 -0.19
C 2.057 -0.871 -3.268 0.0 0.0 0.0 -0.22
C 1.491 -3.903 -1.671 0.1 0.0 0.0 -0.14
C 0.358 -4.182 -2.419 0.0 0.0 0.0 -0.23
C 0.200 -5.445 -2.972 0.0 0.0 0.0 -0.21
C 1.165 -6.424 -2.775 0.0 0.0 0.0 -0.22
C 2.292 -6.142 -2.014 0.0 0.0 0.0 -0.22
C 2.451 -4.882 -1.456 0.0 0.0 0.0 -0.25
H 4.518 -2.458 -1.552 0.0 0.0 0.0 0.20
H 5.852 -1.612 -3.461 0.0 0.0 0.0 0.20
H 4.758 -0.268 -5.226 0.0 0.0 0.0 0.20
H 2.337 0.230 -5.078 0.0 0.0 0.0 0.21
H 1.008 -0.629 -3.169 -0.1 0.0 0.0 0.27
H -0.385 -3.405 -2.544 0.0 0.0 0.0 0.25
H -0.683 -5.666 -3.558 0.0 0.0 0.0 0.21
H 1.035 -7.408 -3.207 0.0 0.0 0.0 0.20
H 3.041 -6.906 -1.848 0.0 0.0 0.0 0.21
H 3.322 -4.658 -0.850 0.0 0.0 0.0 0.21
N 0.013 -0.382 1.531 0.0 0.0 0.1 -1.00
H -0.347 0.276 2.213 0.0 0.0 0.0 0.38
H 1.013 -0.516 1.682 0.0 0.0 0.0 0.41
H -0.478 -1.265 1.610 0.0 0.0 0.0 0.37
C 3.149 0.828 -0.308 -0.1 0.0 0.0 -0.21
O 2.074 -0.010 -0.079 0.0 -0.1 0.0 -0.93
H 4.102 0.337 -0.041 0.0 0.0 0.0 0.13
H 3.084 1.752 0.284 0.0 0.0 0.0 0.16
H 3.238 1.138 -1.365 0.0 0.0 0.0 0.13
```
Positions in Å, forces in eV/Å.

Properties
DFT total energy, Eh: -2808.914465
Net charge: -1
Kohn-Sham gap, Ha: 0.2273
LUMO, eV: 2.557


No. 2
A 9-piece molecular cluster, C26H74N4O11 overall in a non-equilibrium geometry. Source: the OMol25 dataset; level of theory: the ωB97M-V functional and the def2-TZVPD basis.

Geometry as XYZ:
```
115
Properties=species:S:1:pos:R:3:forces:R:3:lowdin_charge:R:1
C 2.098 20.981 10.247 0.3 0.5 1.6 -0.11
O 2.002 22.134 9.457 -0.2 1.0 0.2 -0.19
C 0.776 22.182 8.752 -0.1 0.3 -0.5 -0.19
C 0.382 23.611 8.189 -0.5 -0.4 -0.7 -0.33
C -0.066 24.727 9.170 0.9 -2.4 0.9 -0.04
N -0.701 23.331 7.159 1.0 -0.5 1.0 0.05
H 2.058 20.100 9.640 0.5 -0.8 -0.4 0.08
H 1.245 20.888 10.933 -0.2 0.2 0.0 0.07
H 2.991 21.067 10.938 -0.7 -0.3 -1.3 0.11
H 0.885 21.429 7.939 -0.3 0.6 -0.2 0.12
H -0.035 21.795 9.374 -0.2 0.2 0.2 0.10
H 1.243 24.056 7.682 0.3 -0.4 -0.1 0.12
H -0.780 24.349 9.905 0.0 -0.1 0.0 0.05
H -0.568 25.487 8.635 -0.2 1.1 -0.6 0.06
H 0.832 25.045 9.729 -0.5 0.3 -0.3 0.09
H -1.191 24.171 6.858 0.4 -0.2 -0.1 0.08
H -0.266 22.808 6.386 -0.4 0.7 0.1 0.05
C -3.153 23.328 4.553 0.3 0.4 0.3 -0.10
O -3.959 22.508 3.710 -0.1 0.9 -0.7 -0.25
C -4.524 23.143 2.499 0.8 -0.6 0.9 -0.15
C -4.806 21.958 1.613 2.4 -1.7 0.8 -0.49
C -4.883 22.398 0.198 -0.7 0.5 -2.2 -0.09
N -5.836 21.086 2.143 -1.6 1.0 -0.3 0.06
H -3.805 24.034 5.106 0.5 -0.2 -0.1 0.09
H -2.402 23.922 3.967 -0.5 -0.6 0.4 0.09
H -2.618 22.648 5.273 -0.6 0.7 -0.7 0.08
H -5.458 23.655 2.736 0.0 0.2 0.2 0.13
H -3.840 23.856 1.981 -0.1 -0.5 0.8 0.13
H -3.874 21.317 1.710 -0.7 0.8 -0.3 0.16
H -5.060 21.633 -0.576 0.4 -0.3 0.7 0.08
H -3.967 22.952 -0.098 -0.4 -0.4 0.3 0.09
H -5.718 23.070 -0.041 0.0 0.3 0.5 0.08
H -5.588 20.650 3.032 0.1 0.2 -0.4 0.05
H -6.626 21.721 2.360 0.2 -0.9 -0.1 0.09
C 0.840 22.967 3.670 -0.3 -0.9 0.8 -0.08
O 1.487 22.338 4.795 -0.3 0.3 0.0 -0.24
C 2.794 22.836 5.028 0.4 0.4 -1.3 -0.20
C 3.533 22.065 6.166 -2.2 0.2 -0.9 -0.43
C 4.873 22.670 6.376 0.9 -0.9 0.4 -0.07
N 3.570 20.622 5.831 -0.8 0.6 0.4 0.06
H 1.385 22.742 2.760 0.4 0.2 -0.3 0.08
H 0.729 24.069 3.789 0.0 -0.7 0.1 0.10
H -0.121 22.426 3.592 0.2 0.7 0.1 0.08
H 3.354 22.707 4.050 -0.1 0.0 0.9 0.13
H 2.703 23.939 5.152 0.3 -0.4 0.5 0.13
H 2.927 22.202 7.063 0.0 -0.2 0.1 0.11
H 5.410 22.170 7.204 -0.2 0.1 -0.6 0.10
H 4.828 23.703 6.640 -0.3 0.8 0.1 0.07
H 5.433 22.589 5.449 0.4 0.0 -0.1 0.08
H 4.187 20.550 5.051 0.7 -0.3 -0.7 0.05
H 2.642 20.341 5.462 0.7 0.3 0.5 0.05
C -7.315 24.748 11.026 -0.6 0.4 0.0 -0.10
O -6.520 25.643 10.278 -0.1 0.7 0.3 -0.19
C -5.742 25.176 9.218 0.1 -0.2 -0.7 -0.21
C -4.480 24.381 9.589 -1.0 -0.9 1.8 -0.48
C -3.636 25.188 10.550 0.0 0.5 1.2 -0.06
N -3.827 24.098 8.377 1.7 -0.5 -2.0 0.06
H -8.330 25.205 11.181 1.0 -0.3 0.0 0.10
H -6.838 24.539 11.978 0.0 0.1 0.4 0.08
H -7.465 23.788 10.559 0.0 -0.4 -0.6 0.07
H -6.361 24.583 8.542 -0.1 -0.4 -0.1 0.11
H -5.427 26.040 8.580 -0.1 -0.4 0.8 0.14
H -4.738 23.398 10.119 -0.2 1.2 -0.3 0.14
H -2.753 24.617 10.940 -0.7 0.5 -0.4 0.06
H -4.272 25.522 11.421 0.7 -0.6 -0.7 0.09
H -3.316 26.136 10.098 0.2 -0.3 -0.1 0.08
H -4.388 23.549 7.723 0.1 0.2 0.2 0.06
H -2.905 23.642 8.445 -0.8 0.3 0.2 0.05
O -5.553 20.086 5.321 0.4 1.1 -0.5 -0.07
C -5.939 20.604 6.589 0.8 0.7 0.8 -0.22
C -6.618 21.983 6.622 -0.6 -0.4 -0.7 -0.22
O -5.867 22.973 5.939 0.1 -0.2 -0.2 -0.09
H -4.822 20.651 4.998 -0.4 -0.4 0.1 0.05
H -6.648 19.908 6.966 -0.5 -0.7 0.6 0.11
H -5.045 20.650 7.256 -0.6 -0.1 -0.3 0.11
H -6.678 22.322 7.655 -0.1 -0.2 0.1 0.10
H -7.668 21.905 6.217 0.9 0.1 0.2 0.13
H -5.524 22.571 5.125 0.0 0.2 0.0 0.04
O -2.561 21.177 7.611 -1.4 -1.7 1.0 -0.11
C -2.068 19.852 7.344 1.6 0.8 0.7 -0.19
C -1.882 19.768 5.874 -1.3 0.5 -0.8 -0.24
O -0.939 20.700 5.455 1.0 0.9 -0.5 -0.09
H -1.855 21.770 7.386 0.9 1.3 -0.2 0.00
H -1.041 19.785 7.788 -0.6 -0.2 -0.1 0.13
H -2.639 19.054 7.802 -0.6 0.2 0.0 0.13
H -2.773 20.207 5.405 -0.3 -0.9 0.1 0.11
H -1.681 18.779 5.499 0.1 -0.6 -0.1 0.11
H -0.062 20.450 5.753 0.4 -0.3 0.0 0.05
C 0.256 16.930 4.171 0.6 -0.7 -0.6 -0.09
C 0.936 18.310 4.128 -0.8 -0.3 2.5 -0.23
O 1.160 18.702 5.542 -0.9 0.7 -1.0 -0.14
H -0.331 16.687 5.089 0.5 0.7 -0.6 0.08
H 1.067 16.187 4.088 -0.4 -0.1 0.2 0.07
H -0.387 16.754 3.299 0.1 0.1 0.1 0.07
H 0.234 19.063 3.727 0.8 -0.1 0.0 0.11
H 1.950 18.279 3.722 -0.5 0.1 -0.8 0.11
H 1.899 18.213 5.880 0.6 -0.4 0.2 0.07
C -1.882 20.598 12.165 -1.5 0.2 0.3 -0.07
C -2.583 21.606 11.289 0.8 1.5 0.8 -0.34
O -3.389 20.960 10.356 -0.7 -0.2 -0.5 -0.09
H -2.659 19.884 12.447 0.0 0.0 0.4 0.08
H -1.452 21.038 13.059 0.2 0.0 0.0 0.08
H -1.209 20.046 11.574 1.3 -0.7 -0.5 0.05
H -1.880 22.291 10.809 0.4 -0.3 -0.5 0.09
H -3.097 22.351 11.914 -0.8 -0.5 0.0 0.11
H -3.165 21.248 9.454 0.1 -0.1 -0.1 0.06
C -5.871 18.312 10.645 -0.5 1.3 0.6 -0.08
C -6.579 19.646 10.941 -0.2 0.2 0.5 -0.31
O -6.260 20.767 10.100 1.0 -0.7 0.5 -0.11
H -6.025 18.017 9.634 -0.1 -0.3 -0.9 0.06
H -6.295 17.576 11.316 -0.1 -0.3 0.1 0.07
H -4.824 18.404 10.852 0.7 0.0 0.0 0.05
H -6.433 19.887 12.039 -0.1 0.0 -1.1 0.12
H -7.642 19.509 10.766 -0.2 -0.1 0.2 0.10
H -5.286 20.895 10.179 -0.6 0.0 0.0 0.04
```
Positions in Å, forces in eV/Å.

Properties
SMILES: COC[C@H](C)N.COC[C@H](C)N.COC[C@H](C)N.COC[C@H](C)N.OCCO.OCCO.CCO.CCO.CCO
DFT total energy, Eh: -2081.516809
Kohn-Sham gap, Ha: 0.3321
LUMO, eV: 0.507